1.
64
Properties=species:S:1:pos:R:3 method="wB97M-V/def2-TZVPD" relative_energy_kj_mol=75.4 homo_ev="-9.765 / -11.336" homo_lumo_gap_ev="7.3 / 7.6" charge=+1 spin_multiplicity=5
Ru 1.388 -0.342 -1.237
N -0.778 0.597 0.907
P 0.079 1.864 0.100
C -0.362 3.273 1.165
C -0.986 4.371 0.580
C -1.351 5.462 1.357
C -1.094 5.455 2.719
C -0.469 4.361 3.309
C -0.100 3.275 2.535
C 1.807 1.475 0.596
C 2.827 2.027 -0.192
C 4.161 1.798 0.117
C 4.488 0.998 1.201
C 3.488 0.427 1.979
C 2.155 0.658 1.680
P -0.557 -0.938 0.238
C -0.385 -2.108 1.598
C -1.429 -2.367 2.487
C -1.237 -3.244 3.540
C -0.007 -3.873 3.703
C 1.030 -3.629 2.816
C 0.843 -2.744 1.762
C -2.122 -1.371 -0.569
C -2.458 -2.706 -0.785
C -3.586 -3.032 -1.522
C -4.386 -2.028 -2.054
C -4.053 -0.696 -1.848
C -2.922 -0.367 -1.114
H -1.504 0.820 1.574
H -1.185 4.372 -0.485
H -1.834 6.315 0.900
H -1.376 6.305 3.325
H -0.264 4.363 4.371
H 0.401 2.431 2.995
H 2.568 2.656 -1.039
H 4.940 2.239 -0.491
H 5.527 0.811 1.438
H 3.749 -0.206 2.816
H 1.376 0.203 2.279
H -2.394 -1.892 2.349
H -2.044 -3.444 4.232
H 0.138 -4.563 4.524
H 1.981 -4.129 2.940
H 1.649 -2.549 1.061
H -1.840 -3.494 -0.370
H -3.846 -4.071 -1.675
H -5.272 -2.285 -2.619
H -4.682 0.089 -2.249
H -2.670 0.675 -0.952
C 4.105 -1.560 -2.010
O 2.856 -1.569 -1.368
H 4.718 -2.378 -1.626
H 4.638 -0.620 -1.830
H 3.990 -1.694 -3.090
C -1.243 -1.578 -4.458
O -0.318 -1.408 -3.350
C 0.079 -0.257 -2.929
C -0.401 0.954 -3.648
H -0.884 -1.048 -5.337
H -2.229 -1.227 -4.157
H -1.265 -2.646 -4.640
H -1.427 0.887 -4.013
H 0.261 1.076 -4.516
H -0.284 1.831 -3.017

***

2.
18
Properties=species:S:1:pos:R:3 method="wB97M-V/def2-TZVPD" smiles="C=C(C)CCC" relative_energy_kj_mol=239.6 homo_ev=-9.207 homo_lumo_gap_ev=10.3 charge=0
C 2.064 0.645 -0.316
C 1.407 -0.775 -0.327
C 0.246 -0.824 0.741
C -1.072 -0.268 0.134
C -2.281 -0.839 0.290
C -1.203 1.253 -0.232
H 1.716 1.133 -1.247
H 1.493 1.271 0.435
H 3.159 0.377 -0.324
H 1.995 -1.579 -0.071
H 0.993 -1.149 -1.361
H 0.659 -0.453 1.722
H -0.002 -1.866 0.981
H -3.156 -0.212 -0.158
H -2.406 -1.768 0.839
H -0.502 1.911 0.371
H -2.185 1.685 -0.205
H -0.926 1.458 -1.271

***

3.
56
Properties=species:S:1:pos:R:3 method="wB97M-V/def2-TZVPD" smiles="[H]/N=C/C[C@@H]1[C@H](CCC(F)(F)F)NC(=O)[C@]1(F)COc1ccccc1.O=C1C=C(O)C(=O)C=C1O" homo_ev=-8.670 homo_lumo_gap_ev=7.2 charge=0
N -0.525 3.191 3.614
C -0.031 3.645 2.482
C -0.045 2.883 1.079
C -0.994 1.578 1.050
C -0.093 0.323 0.540
C 1.205 -0.084 1.390
C 1.171 -1.623 1.903
C 2.532 -2.416 1.620
F 2.639 -2.690 0.207
F 2.362 -3.716 2.223
F 3.691 -1.799 2.132
N 0.076 0.700 -0.911
C -0.954 1.640 -1.414
O -1.023 2.288 -2.476
C -2.038 1.602 -0.195
F -2.731 0.366 -0.506
C -3.135 2.770 -0.108
O -4.479 2.361 -0.485
C -5.198 1.853 0.646
C -5.552 0.321 0.716
C -6.287 -0.346 1.900
C -6.710 0.576 3.083
C -6.418 2.121 3.065
C -5.670 2.720 1.841
H -0.347 3.948 4.307
H 0.470 4.688 2.496
H -0.333 3.675 0.287
H 1.054 2.611 0.847
H -1.512 1.414 2.067
H -0.813 -0.553 0.781
H 1.180 0.554 2.356
H 2.196 0.124 0.863
H 0.338 -2.242 1.394
H 0.956 -1.700 3.030
H -0.029 -0.197 -1.409
H -3.127 3.152 0.986
H -2.819 3.681 -0.740
H -5.176 -0.292 -0.185
H -6.456 -1.469 1.850
H -7.242 0.081 3.965
H -6.768 2.761 3.938
H -5.452 3.840 1.826
C 4.152 -3.845 -4.353
C 3.886 -3.350 -3.143
C 4.864 -2.479 -2.426
O 4.582 -2.027 -1.330
C 6.147 -2.204 -3.083
C 6.414 -2.703 -4.291
C 5.425 -3.550 -5.018
O 5.696 -3.973 -6.129
O 7.602 -2.458 -4.911
O 2.709 -3.618 -2.514
H 3.451 -4.475 -4.884
H 6.855 -1.587 -2.546
H 7.549 -2.925 -5.768
H 2.757 -3.147 -1.659

***

4.
83
Properties=species:S:1:pos:R:3 method="wB97M-V/def2-TZVPD" homo_ev=-11.668 homo_lumo_gap_ev=1.8 charge=+2
C -4.098 1.489 3.240
C -2.985 0.416 3.515
C -2.670 -0.472 2.268
C -2.653 0.405 0.985
C -1.882 -0.327 -0.160
C -1.861 0.707 -1.372
P -0.140 1.436 -1.544
O 0.080 2.634 -0.360
B 0.547 2.135 0.868
O 1.025 0.823 1.078
O 0.562 3.036 1.931
H -3.667 2.354 2.705
H -4.523 1.891 4.169
H -4.860 0.992 2.617
H -3.277 -0.203 4.386
H -2.046 0.936 3.770
H -1.646 -0.849 2.429
H -3.396 -1.295 2.179
H -3.695 0.499 0.633
H -2.237 1.411 1.144
H -2.502 -1.266 -0.383
H -0.863 -0.653 0.131
H -2.638 1.474 -1.201
H -2.166 0.181 -2.305
H -0.245 2.196 -2.752
H 0.325 0.347 1.542
H 0.460 2.531 2.746
Al -1.794 -1.809 -1.830
C 0.611 -6.545 -1.390
F 1.005 -6.029 -2.508
F 0.192 -7.874 -1.656
F 1.672 -6.655 -0.603
S -0.743 -5.564 -0.624
O -1.813 -5.582 -1.606
O -0.164 -4.268 -0.401
O -1.089 -6.274 0.619
F 1.928 -4.017 -2.923
C 1.714 5.643 0.790
O 2.486 6.716 1.272
P 2.117 8.250 0.620
O 2.700 7.866 -0.742
O 3.127 9.018 1.602
C 4.303 8.399 2.134
O 1.517 9.743 0.119
C 0.273 9.729 -0.596
H 1.979 4.741 1.330
H 0.645 5.847 0.949
H 1.924 5.478 -0.289
H 4.816 7.796 1.385
H 4.045 7.793 3.001
H 4.970 9.196 2.456
H -0.511 9.246 -0.008
H 0.393 9.219 -1.558
H -0.020 10.759 -0.781
C 3.128 -1.540 -0.023
C 4.116 -1.870 -1.122
O 5.417 -2.150 -0.577
C 5.586 -3.371 -0.072
O 4.755 -4.226 -0.035
C 7.023 -3.537 0.421
F 7.423 -2.484 1.144
F 7.869 -3.661 -0.607
F 7.157 -4.618 1.184
H 3.499 -0.722 0.599
H 2.165 -1.253 -0.446
H 2.974 -2.397 0.633
H 4.242 -1.011 -1.781
H 3.768 -2.703 -1.735
O -1.841 -1.756 5.047
H -2.298 -2.615 4.967
Li 0.827 6.442 -1.154
F -1.122 -4.915 2.651
Ca -0.885 -9.075 -0.013
C -5.469 -5.962 -5.128
C -5.309 -5.890 -3.631
O -6.100 -6.421 -2.885
C -4.121 -5.131 -3.095
H -6.362 -6.536 -5.369
H -5.575 -4.957 -5.541
H -4.603 -6.453 -5.573
H -4.168 -4.089 -3.420
H -3.199 -5.587 -3.449
H -4.134 -5.163 -2.010